w) Entry from OMol25: the ion C2H4NO2 with charge -1 (wB97M-V/def2-TZVPD).

Properties
SMILES ... CNC(=O)[O-]
LUMO energy ... 4.367 eV
Total charge ... -1
Gap between HOMO and LUMO ... 7.9 eV

Each line ends with the Löwdin charge.
Element x y z (Å)
C  -0.064  1.097  -0.329  -0.153
N  -0.394  -0.110  0.533  -0.044
C  0.092  -1.412  0.091  -0.865
O  0.206  -2.222  1.054  -0.141
O  0.404  -1.641  -1.056  -0.054
H  0.816  1.667  -0.084  0.027
H  -0.887  1.875  -0.391  0.053
H  0.163  0.688  -1.377  0.079
H  -0.337  0.058  1.559  0.098

x) Entry from OMol25: the ion C2H4NO2 with charge -1 (wB97M-V/def2-TZVPD).

Properties
SMILES ... [O-]N1C[C@H]1O
LUMO energy ... 4.458 eV
Total charge ... -1
Gap between HOMO and LUMO ... 6.4 eV

Each line ends with the Löwdin charge.
Element x y z (Å)
C  -0.386  0.736  0.122  -0.151
C  -0.136  -0.560  -0.389  -0.430
N  -1.200  -0.472  0.499  -0.260
O  -2.361  -0.599  -0.196  -0.412
O  1.102  -1.422  0.085  -0.126
H  0.444  0.918  0.807  0.084
H  -0.886  1.515  -0.546  0.112
H  -0.421  -0.663  -1.474  0.138
H  0.542  -2.104  0.494  0.045

y) Entry from OMol25: a cluster of 2 separate species, C2H4NO2 in total (wB97M-V/def2-TZVPD).

Properties
LUMO energy (alpha / beta) ... 3.682 / 3.696 eV
Total charge ... -1
Gap between HOMO and LUMO (alpha / beta) ... 6.3 / 6.3 eV

Each line ends with the Löwdin charge.
Element x y z (Å)
C  -1.216  -0.534  0.060  -0.592
C  -0.278  -0.019  -0.773  -0.142
N  2.058  -0.564  0.480  -0.027
O  3.098  -0.199  -0.184  -0.216
O  -1.877  -1.582  0.120  -0.157
H  -1.283  0.213  0.816  0.052
H  -0.078  -0.565  -1.720  0.021
H  0.302  0.920  -0.653  0.017
H  1.919  -1.593  0.333  0.043

What are the relative energies? In hartree: w) 0.0000; x) 0.1821; y) 0.1708.

w) Entry from OMol25: the molecule C2H3N3 (wB97M-V/def2-TZVPD).

Properties
LUMO energy ... 0.379 eV
Gap between HOMO and LUMO ... 9.4 eV

Each line ends with the Löwdin charge.
Element x y z (Å)
N  -0.685  0.274  0.769  -0.062
N  0.572  0.033  1.035  0.052
C  1.159  -0.183  -0.133  -0.208
C  0.300  0.037  -1.248  -0.094
N  -0.873  0.383  -0.619  -0.037
H  -1.271  0.730  1.460  0.151
H  2.175  -0.535  -0.186  0.075
H  -1.336  -0.403  -1.111  0.123

x) Entry from OMol25: a structure of composition C2H3N3 (wB97M-V/def2-TZVPD).

Properties
LUMO energy ... 0.700 eV
Gap between HOMO and LUMO ... 11.0 eV

Each line ends with the Löwdin charge.
Element x y z (Å)
C  1.040  -0.677  -0.008  -0.247
C  -0.268  0.826  -0.071  -0.334
H  2.055  -0.869  0.082  0.087
H  -0.668  1.813  0.200  0.122
H  -2.088  -0.367  0.159  0.237
N  1.026  0.718  -0.136  0.094
N  -1.007  -0.215  -0.128  0.010
N  -0.090  -1.230  -0.097  0.031

y) Entry from OMol25: the molecule C2H3N3 (wB97M-V/def2-TZVPD).

Properties
SMILES ... c1cn[nH]n1
LUMO energy ... 1.224 eV
Gap between HOMO and LUMO ... 11.5 eV

Each line ends with the Löwdin charge.
Element x y z (Å)
N  1.221  -0.074  0.062  -0.108
N  0.577  1.012  0.443  0.044
C  -0.698  0.691  0.243  -0.158
C  -0.751  -0.613  -0.278  -0.159
N  0.490  -1.076  -0.382  0.043
H  2.227  -0.117  0.048  0.151
H  -1.486  1.393  0.479  0.093
H  -1.580  -1.216  -0.616  0.092

z) Entry from OMol25: the molecule C2H3N3 (wB97M-V/def2-TZVPD).

Properties
LUMO energy ... 0.209 eV
Gap between HOMO and LUMO ... 8.7 eV

Each line ends with the Löwdin charge.
Element x y z (Å)
N  1.311  -0.123  0.461  -0.219
C  0.258  0.539  -0.291  -0.142
N  -0.926  0.095  -0.227  -0.061
C  -2.076  -0.264  0.031  0.068
N  2.331  0.424  0.828  0.057
H  1.079  -1.121  0.664  0.136
H  0.541  1.446  -0.811  0.122
H  -2.517  -0.996  -0.655  0.040

What are the relative energies? In hartree: w) 0.1156; x) 0.0370; y) 0.0000; z) 0.1579.

w) Entry from OMol25: the molecule C2H3N3 (wB97M-V/def2-TZVPD).

Properties
LUMO energy ... -0.650 eV
Gap between HOMO and LUMO ... 8.0 eV

Each line ends with the Löwdin charge.
Element x y z (Å)
N  -0.855  -0.051  0.207  -0.020
C  0.399  0.637  0.003  -0.235
C  1.287  -0.434  -0.556  -0.086
N  0.500  -1.559  -0.514  -0.069
N  -0.727  -1.296  -0.084  0.021
H  -1.754  0.276  0.530  0.150
H  0.295  1.563  -0.563  0.115
H  0.855  0.864  0.978  0.124

x) Entry from OMol25: the molecule C2H3N3 (wB97M-V/def2-TZVPD).

Properties
LUMO energy ... 0.945 eV
Gap between HOMO and LUMO ... 9.4 eV

Each line ends with the Löwdin charge.
Element x y z (Å)
N  -0.683  0.939  -0.031  -0.178
C  -0.352  -0.507  0.052  -0.298
N  0.550  -0.995  -1.027  0.163
C  1.067  -0.685  0.079  -0.117
N  0.201  1.773  -0.067  0.072
H  -1.688  1.190  -0.041  0.127
H  -1.112  -1.172  0.464  0.120
H  2.017  -0.543  0.571  0.111

What are the relative energies? In hartree: w) 0.0000; x) 0.0026.

w) Entry from OMol25: a cluster of 8 separate species, C8H32O8 in total (wB97M-V/def2-TZVPD).

Properties
SMILES ... CC(C)O.CC(C)O.CO.CO.O.O.O.O
LUMO energy ... 0.074 eV
Gap between HOMO and LUMO ... 9.9 eV

Each line ends with the Löwdin charge.
Element x y z (Å)
C  16.258  -28.795  4.117  -0.145
O  15.335  -28.682  3.028  -0.138
H  15.785  -29.334  4.933  0.075
H  17.145  -29.301  3.727  0.077
H  16.564  -27.818  4.500  0.061
H  15.551  -27.868  2.546  0.034
C  10.797  -24.933  2.953  -0.171
O  11.007  -23.888  3.877  -0.118
H  10.103  -25.706  3.297  0.084
H  10.434  -24.539  1.998  0.074
H  11.719  -25.478  2.758  0.053
H  10.169  -23.546  4.194  0.074
C  11.716  -26.841  -3.916  -0.058
C  11.606  -27.528  -2.569  -0.483
C  11.068  -28.939  -2.663  -0.050
O  12.927  -27.542  -2.017  -0.085
H  12.122  -25.829  -3.828  0.071
H  10.748  -26.704  -4.405  0.081
H  12.373  -27.381  -4.599  0.086
H  11.008  -26.904  -1.889  0.133
H  9.982  -28.963  -2.806  0.081
H  11.235  -29.510  -1.750  0.068
H  11.519  -29.481  -3.495  0.083
H  12.905  -27.732  -1.066  0.053
C  16.638  -24.681  3.355  -0.038
C  15.246  -25.005  2.815  -0.435
C  14.512  -23.849  2.175  -0.043
O  15.399  -26.051  1.823  -0.096
H  17.046  -25.483  3.971  0.067
H  16.689  -23.742  3.908  0.083
H  17.378  -24.613  2.550  0.087
H  14.620  -25.446  3.590  0.147
H  14.367  -22.966  2.803  0.092
H  13.489  -24.181  1.983  0.051
H  14.985  -23.492  1.258  0.094
H  15.967  -25.693  1.125  0.117
O  12.206  -24.249  -0.752  -0.043
H  12.337  -23.497  -0.157  0.070
H  11.553  -23.949  -1.398  0.080
O  12.483  -29.515  0.687  -0.069
H  13.032  -29.983  1.326  0.033
H  12.525  -28.582  0.962  -0.003
O  14.614  -25.232  -1.871  -0.090
H  13.809  -24.895  -1.445  -0.030
H  14.333  -26.083  -2.251  0.015
O  12.940  -26.717  0.709  -0.068
H  12.654  -25.968  0.159  0.016
H  13.765  -26.412  1.135  0.025

x) Entry from OMol25: a cluster of 8 separate species, C8H32O8 in total (wB97M-V/def2-TZVPD).

Properties
SMILES ... CO.CO.CO.CO.CO.CO.CO.CO
LUMO energy ... 0.253 eV
Gap between HOMO and LUMO ... 10.4 eV

Each line ends with the Löwdin charge.
Element x y z (Å)
C  -1.621  -2.104  6.060  -0.150
O  -3.026  -1.853  6.309  -0.127
H  -1.143  -2.461  6.972  0.070
H  -1.461  -2.786  5.225  0.077
H  -1.064  -1.200  5.810  0.065
H  -3.085  -1.397  7.152  0.065
C  5.623  1.676  0.216  -0.158
O  4.829  1.204  -0.861  -0.142
H  5.001  1.514  1.096  0.083
H  6.528  1.069  0.206  0.078
H  5.849  2.715  -0.022  0.075
H  5.466  1.221  -1.579  0.066
C  -4.389  -4.241  -4.628  -0.146
O  -4.240  -3.924  -3.227  -0.134
H  -5.373  -4.678  -4.800  0.072
H  -4.307  -3.331  -5.223  0.072
H  -3.566  -4.890  -4.925  0.073
H  -4.247  -2.968  -3.138  0.062
C  3.162  6.430  -2.384  -0.155
O  2.186  5.434  -2.053  -0.130
H  4.186  6.070  -2.481  0.073
H  2.839  6.891  -3.318  0.076
H  3.146  7.084  -1.512  0.074
H  2.710  4.650  -1.874  0.062
C  -0.391  -0.841  -0.035  -0.190
O  0.736  -1.294  -0.691  -0.121
H  -1.184  -1.572  -0.193  0.081
H  -0.104  -0.766  1.014  0.077
H  -0.749  0.115  -0.417  0.077
H  1.380  -0.585  -0.755  0.076
C  1.693  -6.514  -0.774  -0.188
O  2.643  -5.496  -0.971  -0.107
H  0.771  -6.096  -0.369  0.074
H  1.388  -7.058  -1.667  0.074
H  1.980  -7.210  0.015  0.075
H  2.079  -4.726  -1.075  0.070
C  2.055  4.570  4.752  -0.180
O  1.289  3.393  4.630  -0.115
H  2.832  4.707  4.000  0.068
H  1.334  5.386  4.735  0.082
H  2.669  4.593  5.653  0.072
H  1.803  2.653  4.962  0.072
C  -6.327  1.041  -3.501  -0.170
O  -5.319  0.748  -2.544  -0.124
H  -6.702  0.110  -3.925  0.074
H  -7.168  1.589  -3.076  0.075
H  -5.884  1.560  -4.351  0.075
H  -4.829  1.567  -2.439  0.070

What are the relative energies? In hartree: w) 0.0000; x) 0.1799.